Record 1
# C26H43N10O3

10 unconnected molecules or ions with the total composition C26H43N10O3 at a distorted geometry (ωB97M-V with the def2-TZVPD basis set, the OMol25 dataset).

Geometry (Å):
C  -2.192618  1.862667  -2.993992
C  -1.666983  2.793084  -1.851897
O  -0.480323  2.290282  -1.295008
C  -0.247869  2.738646  0.039672
C  0.288945  1.567358  0.943797
C  0.341332  0.263552  0.070694
O  1.454002  -0.156321  -0.300587
O  -0.711675  -0.366019  -0.243389
N  -0.449401  1.410656  2.211284
C  -0.265140  0.075187  2.790730
C  0.001458  2.367003  3.266647
C  -1.236977  2.971227  4.019997
H  -1.485101  1.859967  -3.852646
H  -2.296413  0.812438  -2.662801
H  -3.148313  2.278979  -3.375093
H  -2.500813  2.911363  -1.127769
H  -1.511889  3.787461  -2.339089
H  -1.122113  3.269427  0.466691
H  0.578945  3.491685  -0.026412
H  1.332409  1.800593  1.197065
H  0.806969  -0.219974  2.890089
H  -0.833632  -0.714733  2.256753
H  -0.667487  0.077668  3.830263
H  0.638900  3.184950  2.901728
H  0.593148  1.802132  4.021336
H  -1.596887  2.215496  4.751256
H  -2.053641  3.233191  3.319995
H  -0.928799  3.847433  4.632613
C  0.198149  -3.910579  2.878757
C  0.803893  -2.902040  3.765205
N  1.269911  -2.113148  4.446758
H  -0.883838  -3.788279  2.864869
H  0.581660  -3.790255  1.866489
H  0.438696  -4.910962  3.236216
C  4.028240  0.156968  2.829574
C  3.290176  1.426327  2.740482
N  2.712919  2.410263  2.675379
H  4.030753  -0.333135  1.856118
H  5.056209  0.344940  3.137213
H  3.550586  -0.498996  3.557839
C  2.972664  -0.907820  -2.986284
C  2.970904  -0.647080  -4.438466
N  2.969291  -0.447038  -5.565124
H  3.919488  -0.586611  -2.554154
H  2.158635  -0.361615  -2.502137
H  2.839985  -1.972756  -2.803279
C  -3.270308  4.700888  -5.844650
C  -3.459379  4.926022  -4.400458
N  -3.604472  5.093058  -3.280473
H  -2.259435  4.341830  -6.032419
H  -3.983784  3.958441  -6.198828
H  -3.425215  5.632360  -6.387139
C  -3.877575  -0.989778  -0.758266
C  -4.870274  -1.316754  0.282884
N  -5.638824  -1.572084  1.090485
H  -2.881182  -0.896912  -0.315482
H  -3.859761  -1.778337  -1.509756
H  -4.140936  -0.048154  -1.237588
C  -3.055456  2.802384  8.288438
C  -3.531355  2.934069  6.899480
N  -3.895558  3.031513  5.822046
H  -3.217987  1.784532  8.639430
H  -1.991664  3.030602  8.337024
H  -3.598461  3.492874  8.932120
C  -4.050762  -5.059647  -1.442716
C  -3.385139  -5.269770  -0.145174
N  -2.869596  -5.429051  0.860447
H  -3.412822  -5.420883  -2.247886
H  -4.995411  -5.600694  -1.464717
H  -4.244333  -3.998960  -1.589203
C  4.161113  -4.186544  -1.038755
C  4.763890  -3.165512  -0.163351
N  5.228679  -2.370270  0.510874
H  3.082949  -4.037784  -1.088454
H  4.579510  -4.107466  -2.041340
H  4.367185  -5.180149  -0.643719
C  6.167010  -1.852296  -6.833087
C  6.555948  -3.241899  -6.527434
N  6.857379  -4.318270  -6.290739
H  5.318876  -1.846476  -7.515281
H  5.886910  -1.335625  -5.916747
H  7.001887  -1.328836  -7.296948

Forces on the atoms, in the same order (eV/Å):
C 0.580 0.247 -0.015
C -0.779 -0.142 -1.404
O -0.839 0.365 0.257
C 1.214 0.321 0.313
C 0.144 0.028 -0.555
C -1.099 -1.570 -0.599
O 1.360 0.702 0.220
O -0.471 0.939 0.813
N 0.270 -0.103 0.477
C -0.446 -0.505 0.508
C -1.235 0.433 0.478
C 0.660 -0.587 0.209
H -0.272 -0.007 0.529
H -0.047 0.582 -0.013
H 0.389 -0.375 0.336
H 0.625 -0.100 -0.011
H 0.032 -0.382 0.567
H 0.218 -0.599 -0.118
H -0.576 -0.313 0.118
H -0.471 -0.169 -0.469
H -0.544 0.194 -0.273
H 0.497 0.579 -0.022
H 0.202 0.079 -0.630
H -0.442 -0.469 -0.210
H -0.055 0.557 -0.447
H -0.112 0.438 -0.609
H 0.473 -0.090 0.461
H -0.214 -0.330 -0.459
C 0.138 0.282 0.222
C -0.458 -0.819 -0.707
N 0.405 0.305 0.559
H 0.032 0.007 -0.050
H -0.048 0.095 0.022
H -0.008 0.038 0.021
C -0.251 0.232 -0.098
C 0.691 -0.964 0.165
N 0.639 0.667 0.083
H -0.053 0.020 0.018
H -0.029 0.035 -0.021
H -0.060 0.034 -0.040
C -0.096 0.227 -0.497
C 0.043 -0.256 1.128
N 0.090 0.075 -0.660
H -0.052 0.034 0.012
H 0.036 -0.095 0.211
H -0.068 0.042 -0.020
C -0.023 0.056 0.416
C 0.136 -0.162 -1.160
N -0.181 0.206 0.628
H -0.027 -0.006 0.036
H 0.023 0.009 0.032
H 0.001 -0.020 0.029
C -0.219 -0.113 0.472
C 0.754 0.261 -0.821
N -0.459 -0.199 0.390
H 0.154 0.131 -0.049
H -0.006 0.041 -0.008
H 0.013 -0.010 0.043
C -0.112 0.041 -0.415
C 0.359 -0.113 1.117
N -0.377 0.118 -0.555
H 0.007 0.023 -0.028
H -0.026 -0.015 -0.026
H 0.010 -0.016 -0.027
C 0.184 -0.073 0.360
C -0.538 0.221 -1.034
N 0.368 -0.161 0.645
H 0.004 0.019 0.038
H 0.023 0.023 0.027
H 0.002 -0.029 0.039
C 0.122 0.300 0.247
C -0.527 -0.778 -0.715
N 0.354 0.456 0.428
H 0.030 0.046 0.032
H 0.005 0.004 0.033
H 0.009 0.034 -0.005
C 0.138 -0.394 0.090
C -0.301 1.095 -0.244
N 0.175 -0.613 0.135
H -0.020 0.008 0.081
H -0.066 -0.022 -0.049
H 0.000 -0.049 0.019

## Properties
- LUMO energy: 2.2 eV
- HOMO-LUMO gap: 0.24874 Ha
- Net charge: -1

Charges in e, computed with Löwdin, in the same order as the atoms: C -0.081; C -0.292; O -0.156; C -0.131; C -0.214; C -0.672; O -0.063; O -0.083; N -0.145; C -0.124; C -0.284; C -0.114; H 0.070; H 0.058; H 0.049; H 0.117; H 0.093; H 0.118; H 0.123; H 0.078; H 0.061; H 0.081; H 0.081; H 0.078; H 0.091; H 0.036; H 0.065; H 0.060; C -0.059; C -0.271; N 0.137; H 0.075; H 0.082; H 0.074; C -0.055; C -0.232; N 0.151; H 0.053; H 0.075; H 0.062; C -0.059; C -0.279; N 0.099; H 0.083; H 0.066; H 0.065; C -0.065; C -0.279; N 0.151; H 0.081; H 0.079; H 0.075; C -0.065; C -0.286; N 0.103; H 0.057; H 0.058; H 0.073; C -0.069; C -0.275; N 0.149; H 0.077; H 0.078; H 0.074; C -0.059; C -0.272; N 0.128; H 0.080; H 0.080; H 0.056; C -0.069; C -0.268; N 0.140; H 0.080; H 0.078; H 0.076; C -0.074; C -0.286; N 0.110; H 0.078; H 0.066; H 0.076

---

Record 2
# C5H5BrO

A single C5H5BrO molecule at a distorted geometry (ωB97M-V with the def2-TZVPD basis set, the OMol25 dataset).

Geometry (Å):
C  1.943292  0.257210  -0.742847
C  0.769953  0.455702  -0.252514
C  3.214053  -0.002471  -1.021208
C  -0.022329  -0.763014  0.148864
C  -1.473404  -0.508036  0.449570
O  0.521177  -1.814503  0.314110
Br  4.663760  -0.219714  0.236238
H  0.259794  1.372987  -0.447074
H  3.558292  0.126620  -2.097657
H  -1.945995  -1.458428  0.285807
H  -1.898324  0.110126  -0.210852
H  -1.521127  -0.278021  1.416176

Forces on the atoms, in the same order (eV/Å):
C 3.911 -0.289 0.394
C -1.278 -0.969 -0.779
C -0.773 1.063 -1.508
C 0.001 1.201 0.039
C 2.026 -4.140 -2.009
O 0.128 -0.848 0.056
Br -0.935 0.285 -0.490
H -0.150 0.788 0.606
H -0.393 -0.840 1.562
H -0.411 -0.595 0.272
H -1.521 2.967 -2.084
H -0.607 1.377 3.940

## Properties
- LUMO energy: -0.3 eV
- HOMO-LUMO gap: 0.33172 Ha
- SMILES: CC(=O)C=C=CBr

Charges in e, computed with Löwdin, in the same order as the atoms: C -0.115; C -0.020; C -0.555; C -0.438; C 0.012; O 0.107; Br 0.629; H 0.109; H 0.079; H 0.095; H 0.043; H 0.054

---

Record 3
# CBrF2O2S

2 unconnected molecules or ions with the total composition CBrF2O2S at a distorted geometry (ωB97M-V with the def2-TZVPD basis set, the OMol25 dataset).

Geometry (Å):
C  -1.128194  0.178964  0.765468
O  1.947856  -0.457059  0.398605
O  1.226046  1.491589  -0.893587
F  -0.974726  -0.850871  1.600548
F  0.173125  -0.533644  -1.168093
S  1.731253  0.103257  -0.925010
Br  -2.975362  0.067762  0.222068

Forces on the atoms, in the same order (eV/Å):
C 0.710 -0.657 1.590
O 0.725 -0.263 0.480
O 1.354 -0.213 -0.226
F -0.036 0.923 -1.062
F -0.863 -1.282 -0.687
S -1.173 1.643 0.305
Br -0.717 -0.150 -0.400

## Properties
- LUMO energy: 3.1 eV
- HOMO-LUMO gap: 0.28472 Ha
- Net charge: -1

Charges in e, computed with Löwdin, in the same order as the atoms: C -0.444; O -0.539; O -0.551; F -0.125; F -0.458; S 0.606; Br 0.511

---

Record 4
# C12H17N7O3SV

A molecular structure, C12H17N7O3SV (ωB97M-V with the def2-TZVPD basis set, the OMol25 dataset).

Geometry (Å):
V  0.255647  0.251483  -0.837365
C  3.208399  -2.374244  1.092080
C  2.034732  -1.538768  0.715655
N  1.875704  -1.020632  -0.447557
N  2.702050  -1.339012  -1.501087
C  2.069532  -1.536190  -2.681945
N  2.773404  -1.969233  -3.710666
S  0.389013  -1.243820  -2.818608
C  0.868294  -1.325611  1.606742
C  0.860108  -1.680921  2.938853
C  -0.326825  -1.563394  3.657929
C  -1.458600  -1.112280  3.011843
C  -1.362650  -0.749715  1.673286
N  -0.231721  -0.840723  0.983729
H  3.390283  -3.133608  0.327968
H  4.102431  -1.751864  1.182497
H  3.059927  -2.890424  2.033759
H  3.657192  -1.625160  -1.332522
H  3.751634  -2.209600  -3.650237
H  2.316187  -2.092068  -4.601518
H  1.754014  -2.041986  3.425134
H  -0.357409  -1.835504  4.704136
H  -2.407114  -1.034207  3.523555
H  -2.224985  -0.380473  1.133827
C  -3.651035  2.311945  -1.120793
C  -2.301155  1.778834  -0.784746
N  -1.800785  0.699851  -1.293673
O  -2.509373  -0.043773  -2.191619
C  -1.366523  2.444117  0.172293
C  -1.643082  3.598972  1.071500
N  -0.267710  1.800668  0.085968
O  0.898527  1.662577  0.591832
H  -3.805571  2.335825  -2.202728
H  -3.768630  3.329613  -0.759576
H  -4.439963  1.702386  -0.671580
H  -3.375101  0.366286  -2.353597
H  -2.708420  3.803830  1.138796
H  -1.141398  4.497163  0.708153
H  -1.264110  3.389072  2.071855
O  1.471903  2.034539  -2.812937
N  0.973180  1.326051  -2.078636

Forces on the atoms, in the same order (eV/Å):
V 0.286 0.216 0.012
C -0.010 -0.013 0.001
C 0.002 -0.060 -0.014
N -0.109 0.115 0.091
N 0.011 -0.019 -0.045
C -0.032 0.005 0.026
N 0.013 -0.012 -0.006
S -0.076 -0.077 0.009
C 0.020 -0.014 0.021
C 0.004 0.007 -0.010
C -0.004 0.001 0.012
C -0.005 0.000 -0.007
C 0.004 0.010 -0.003
N 0.027 -0.038 -0.012
H 0.001 0.004 0.000
H 0.002 -0.003 -0.003
H -0.002 0.000 0.001
H 0.000 0.009 -0.002
H -0.002 0.002 -0.003
H 0.001 0.001 0.000
H 0.002 -0.002 -0.005
H -0.002 -0.001 0.000
H 0.001 0.003 0.001
H -0.003 0.001 0.004
C -0.007 0.003 0.015
C -0.022 0.026 -0.002
N 0.042 0.034 -0.021
O -0.006 -0.010 0.008
C -0.010 0.022 -0.019
C 0.015 0.012 -0.009
N -0.159 -0.171 0.133
O -0.058 -0.039 -0.037
H 0.003 0.005 -0.003
H -0.003 -0.005 0.006
H 0.001 -0.007 -0.011
H 0.012 0.003 0.002
H -0.002 -0.013 0.011
H -0.016 0.008 -0.011
H 0.016 0.008 -0.009
O -0.192 -0.239 0.254
N 0.254 0.234 -0.373

## Properties
- Spin multiplicity: 2
- LUMO energy (alpha / beta): -7.1 / -7.8 eV
- HOMO-LUMO gap (alpha / beta): 0.29451 / 0.27063 Ha
- Net charge: +2

Charges in e, computed with Löwdin, in the same order as the atoms: V 0.664; C 0.030; C -0.184; N -0.046; N 0.038; C -0.733; N 0.167; S 0.839; C -0.186; C 0.040; C 0.010; C 0.007; C -0.067; N 0.040; H 0.107; H 0.120; H 0.088; H 0.167; H 0.141; H 0.130; H 0.127; H 0.134; H 0.129; H 0.123; C 0.025; C -0.215; N -0.073; O 0.009; C -0.199; C 0.030; N -0.231; O -0.043; H 0.109; H 0.095; H 0.119; H 0.108; H 0.087; H 0.110; H 0.103; O 0.193; N -0.115